{"formula": "C66H144AsF6N6", "method": "the ωB97M-V functional and the def2-TZVPD basis", "gap_ev": 10.92, "total_charge": 5, "spin_multiplicity": 1, "e_above_lowest_kcal_mol": 0.0, "species": ["C", "C", "C", "C", "N", "C", "C", "C", "C", "C", "C", "C", "H", "H", "H", "H", "H", "H", "H", "H", "H", "H", "H", "H", "H", "H", "H", "H", "H", "H", "H", "H", "H", "H", "H", "H", "C", "C", "C", "C", "N", "C", "C", "C", "C", "C", "C", "C", "H", "H", "H", "H", "H", "H", "H", "H", "H", "H", "H", "H", "H", "H", "H", "H", "H", "H", "H", "H", "H", "H", "H", "H", "C", "C", "C", "C", "N", "C", "C", "C", "C", "C", "C", "C", "H", "H", "H", "H", "H", "H", "H", "H", "H", "H", "H", "H", "H", "H", "H", "H", "H", "H", "H", "H", "H", "H", "H", "H", "C", "C", "C", "C", "N", "C", "C", "C", "C", "C", "C", "C", "H", "H", "H", "H", "H", "H", "H", "H", "H", "H", "H", "H", "H", "H", "H", "H", "H", "H", "H", "H", "H", "H", "H", "H", "C", "C", "C", "C", "N", "C", "C", "C", "C", "C", "C", "C", "H", "H", "H", "H", "H", "H", "H", "H", "H", "H", "H", "H", "H", "H", "H", "H", "H", "H", "H", "H", "H", "H", "H", "H", "C", "C", "C", "C", "N", "C", "C", "C", "C", "C", "C", "C", "H", "H", "H", "H", "H", "H", "H", "H", "H", "H", "H", "H", "H", "H", "H", "H", "H", "H", "H", "H", "H", "H", "H", "H", "As", "F", "F", "F", "F", "F", "F"], "positions_angstrom": [[-33.740, -4.071, 14.671], [-32.255, -4.110, 15.202], [-31.181, -3.748, 14.097], [-31.368, -2.317, 13.739], [-30.486, -1.750, 12.646], [-30.908, -2.247, 11.240], [-30.459, -1.053, 10.309], [-30.325, 0.209, 11.138], [-30.685, -0.195, 12.599], [-29.070, -2.210, 12.801], [-28.384, -1.893, 14.055], [-26.945, -2.421, 13.794], [-34.506, -4.202, 15.451], [-33.729, -4.981, 14.004], [-33.975, -3.154, 14.088], [-32.183, -5.057, 15.617], [-32.220, -3.340, 16.019], [-31.346, -4.362, 13.198], [-30.240, -3.991, 14.583], [-31.261, -1.681, 14.600], [-32.445, -2.163, 13.373], [-30.322, -3.117, 10.997], [-31.961, -2.480, 11.212], [-29.613, -1.307, 9.716], [-31.362, -0.908, 9.716], [-29.299, 0.463, 11.124], [-30.961, 1.001, 10.869], [-30.097, 0.256, 13.361], [-31.748, -0.076, 12.850], [-28.521, -1.837, 11.919], [-29.197, -3.319, 12.655], [-28.685, -2.496, 14.896], [-28.294, -0.828, 14.397], [-27.067, -3.496, 13.527], [-26.324, -2.444, 14.695], [-26.366, -1.941, 12.986], [-22.743, -1.684, 16.649], [-22.318, -0.245, 16.744], [-21.840, 0.288, 15.404], [-21.473, 1.826, 15.561], [-20.868, 2.536, 14.361], [-19.442, 2.108, 14.201], [-18.745, 2.801, 15.326], [-19.426, 4.131, 15.430], [-20.782, 3.967, 14.655], [-21.595, 2.305, 13.037], [-23.125, 2.570, 13.071], [-23.746, 2.041, 11.759], [-22.818, -2.187, 17.590], [-21.948, -2.245, 16.229], [-23.641, -1.829, 16.105], [-21.470, -0.129, 17.473], [-23.136, 0.396, 17.034], [-22.651, 0.259, 14.700], [-20.985, -0.302, 15.083], [-20.788, 2.032, 16.392], [-22.367, 2.388, 15.772], [-19.129, 2.399, 13.223], [-19.393, 1.031, 14.189], [-17.676, 2.901, 15.085], [-18.781, 2.249, 16.217], [-18.860, 4.939, 14.980], [-19.552, 4.416, 16.452], [-20.712, 4.422, 13.659], [-21.750, 4.324, 15.062], [-21.506, 1.233, 12.847], [-21.156, 2.902, 12.214], [-23.309, 3.656, 13.219], [-23.545, 2.070, 13.922], [-23.747, 0.950, 11.746], [-23.203, 2.354, 10.865], [-24.777, 2.257, 11.637], [-36.162, -5.707, 7.728], [-35.311, -6.953, 7.642], [-33.864, -6.775, 8.067], [-33.203, -8.115, 7.969], [-31.689, -7.984, 8.214], [-31.005, -9.310, 8.013], [-29.531, -9.032, 7.902], [-29.465, -7.639, 7.201], [-30.990, -7.229, 7.116], [-31.322, -7.462, 9.615], [-32.117, -8.039, 10.765], [-31.792, -7.272, 12.019], [-35.874, -4.838, 7.041], [-36.167, -5.399, 8.777], [-37.194, -5.930, 7.546], [-35.251, -7.303, 6.619], [-35.773, -7.783, 8.168], [-33.703, -6.161, 8.960], [-33.347, -6.154, 7.326], [-33.312, -8.455, 6.932], [-33.616, -8.823, 8.705], [-31.241, -9.927, 8.874], [-31.368, -9.751, 7.050], [-29.004, -9.022, 8.837], [-29.086, -9.791, 7.280], [-28.937, -6.967, 7.876], [-29.026, -7.728, 6.226], [-31.075, -6.169, 7.388], [-31.466, -7.491, 6.182], [-31.497, -6.386, 9.589], [-30.265, -7.714, 9.682], [-32.012, -9.112, 10.893], [-33.159, -7.779, 10.522], [-31.314, -6.334, 11.693], [-31.044, -7.698, 12.609], [-32.660, -6.973, 12.577], [-36.957, -5.152, 18.846], [-35.924, -5.602, 17.796], [-34.941, -6.754, 18.178], [-33.880, -6.372, 19.183], [-33.076, -7.519, 19.734], [-32.102, -7.033, 20.687], [-30.933, -6.361, 19.899], [-30.921, -7.073, 18.502], [-32.219, -8.003, 18.581], [-33.937, -8.708, 20.241], [-34.884, -8.263, 21.317], [-35.678, -9.431, 21.857], [-37.491, -4.277, 18.472], [-36.628, -4.912, 19.870], [-37.709, -5.973, 19.007], [-35.352, -4.707, 17.464], [-36.453, -5.961, 16.895], [-34.472, -7.128, 17.223], [-35.579, -7.534, 18.556], [-34.399, -5.945, 20.018], [-33.225, -5.590, 18.791], [-31.760, -7.778, 21.373], [-32.553, -6.301, 21.353], [-29.979, -6.462, 20.506], [-31.159, -5.312, 19.732], [-30.006, -7.645, 18.319], [-30.977, -6.318, 17.723], [-31.811, -8.995, 18.755], [-32.811, -8.092, 17.707], [-33.140, -9.423, 20.536], [-34.413, -9.122, 19.405], [-35.630, -7.530, 20.979], [-34.233, -7.858, 22.112], [-35.114, -10.322, 22.107], [-36.420, -9.698, 21.058], [-36.272, -9.183, 22.707], [-19.641, -6.946, 13.223], [-20.683, -6.110, 12.344], [-21.279, -6.894, 11.197], [-22.163, -5.938, 10.396], [-22.471, -6.519, 9.069], [-21.297, -6.504, 8.123], [-21.328, -7.825, 7.312], [-22.769, -8.390, 7.620], [-22.946, -7.935, 9.064], [-23.744, -5.762, 8.534], [-23.503, -4.278, 8.487], [-24.585, -3.541, 7.687], [-20.081, -7.935, 13.474], [-19.414, -6.349, 14.101], [-18.692, -7.187, 12.747], [-20.217, -5.201, 11.964], [-21.444, -5.685, 13.031], [-21.852, -7.792, 11.393], [-20.528, -7.336, 10.539], [-21.642, -5.002, 10.291], [-23.151, -5.787, 10.881], [-21.458, -5.683, 7.483], [-20.328, -6.378, 8.649], [-21.219, -7.537, 6.253], [-20.584, -8.531, 7.587], [-23.530, -8.028, 6.920], [-22.744, -9.508, 7.533], [-23.965, -7.977, 9.519], [-22.338, -8.577, 9.667], [-24.683, -5.989, 9.081], [-23.859, -6.082, 7.533], [-22.532, -4.046, 8.078], [-23.558, -3.806, 9.468], [-25.522, -3.681, 8.217], [-24.617, -3.882, 6.669], [-24.322, -2.456, 7.725], [-20.780, -14.999, 18.220], [-22.166, -15.472, 17.759], [-22.630, -14.583, 16.618], [-24.169, -14.621, 16.536], [-24.804, -13.757, 15.520], [-26.331, -13.725, 15.516], [-26.716, -13.409, 14.076], [-25.543, -13.666, 13.107], [-24.472, -14.222, 14.078], [-24.253, -12.335, 15.509], [-24.435, -11.689, 16.909], [-23.984, -10.197, 17.033], [-19.977, -15.326, 17.546], [-20.487, -15.285, 19.262], [-20.790, -13.889, 18.301], [-22.834, -15.499, 18.665], [-22.087, -16.500, 17.440], [-22.225, -14.910, 15.606], [-22.315, -13.534, 16.819], [-24.549, -14.244, 17.521], [-24.544, -15.657, 16.450], [-26.716, -13.002, 16.271], [-26.583, -14.757, 15.759], [-27.083, -12.344, 14.052], [-27.574, -14.078, 13.829], [-25.117, -12.833, 12.484], [-25.799, -14.415, 12.368], [-23.420, -14.098, 13.780], [-24.628, -15.297, 14.206], [-24.844, -11.807, 14.792], [-23.199, -12.329, 15.156], [-23.755, -12.251, 17.585], [-25.494, -11.787, 17.174], [-24.093, -9.960, 18.116], [-24.699, -9.609, 16.363], [-22.955, -10.073, 16.696], [-27.278, -6.001, 10.797], [-27.870, -5.197, 12.259], [-28.533, -5.190, 9.866], [-26.781, -6.896, 9.362], [-25.983, -6.669, 11.669], [-28.389, -7.280, 11.257], [-26.292, -4.592, 10.414]], "atomic_forces_ev_per_a": [[1.108, -0.852, -0.954], [-1.779, 3.462, -0.813], [-1.244, -1.364, 1.036], [-1.502, 0.975, -0.971], [-1.044, 0.211, -0.396], [1.522, 1.743, 0.281], [-3.057, -0.816, 0.503], [0.395, -1.793, 2.173], [-0.563, -1.780, -1.201], [-1.169, -0.796, -1.416], [2.692, 0.814, 0.961], [0.274, -1.170, 0.140], [0.475, 0.051, -0.256], [-0.776, 1.019, 0.295], [0.020, -0.745, 0.400], [0.916, -1.795, 0.736], [0.460, -0.710, -0.499], [0.237, -0.132, 0.356], [0.353, 0.145, -0.476], [0.249, 0.330, 0.426], [1.621, -0.113, 0.434], [0.000, -0.485, 0.112], [-0.280, 0.235, 0.144], [0.544, -0.073, -0.467], [0.469, -0.063, -0.817], [0.974, 0.946, -0.023], [-0.530, 1.054, -0.703], [0.529, 0.270, 0.587], [0.291, 0.207, -0.260], [-0.181, -0.066, 0.377], [0.758, 1.022, 0.297], [-0.713, 0.016, 0.315], [-0.566, -0.786, -0.620], [0.317, 0.691, -0.072], [-0.174, 0.348, -0.031], [-0.517, 0.034, 0.291], [0.691, 0.063, 0.653], [0.949, 0.501, 0.429], [0.901, 1.903, 0.416], [-0.145, -0.988, -0.262], [-0.642, -1.247, -1.009], [-0.382, -0.681, 0.127], [1.771, 0.290, -1.371], [-1.159, 0.973, -0.260], [0.289, 1.314, -0.325], [-1.347, -0.629, 0.373], [0.730, 0.998, -0.578], [0.942, -0.629, 0.366], [-0.523, 0.140, 0.934], [0.742, -0.586, -1.055], [-0.842, -0.124, -0.650], [-0.899, -0.090, -0.431], [-0.326, 0.160, 0.607], [-0.260, -0.416, -0.598], [0.021, 0.037, -0.339], [-0.169, -0.321, -0.220], [-0.467, 0.029, 0.164], [0.318, 0.647, -0.605], [-0.041, -0.397, 0.282], [-0.321, 0.027, 0.104], [-0.134, -0.778, 1.236], [0.076, 0.008, -0.191], [-0.320, 0.198, 0.665], [0.190, 0.253, 0.366], [0.865, -0.179, 0.263], [0.401, 0.114, -0.233], [0.219, -0.358, 0.758], [0.002, -0.606, -0.263], [-0.404, -0.318, 0.395], [0.382, -0.147, 0.129], [-0.064, 0.217, 0.134], [-0.914, 0.791, 0.028], [0.317, 1.100, 0.059], [0.158, 0.194, -0.578], [0.259, 0.994, -0.813], [1.102, 0.307, 0.768], [-0.111, -1.247, -0.263], [-0.498, -0.928, 0.191], [0.086, 0.487, -1.047], [-1.626, -0.641, 1.109], [1.320, 1.412, 1.189], [0.224, -0.341, -1.148], [-1.204, 0.330, -0.715], [0.263, 1.752, -1.011], [-0.131, -1.311, 1.028], [0.169, 0.482, -0.099], [-0.562, -0.201, -0.450], [-0.208, -0.068, -0.465], [-0.137, -0.009, 0.428], [-0.311, -0.713, 0.503], [-0.335, 0.117, -0.241], [0.025, -0.322, 0.409], [0.335, 0.008, -0.513], [-0.260, -0.395, -0.202], [-0.002, 0.328, 0.997], [0.163, -0.046, 0.507], [0.225, -0.298, -0.099], [0.124, 0.240, -0.517], [0.257, 0.341, -0.370], [-0.221, -0.178, -0.690], [-0.069, 0.107, -0.175], [0.311, -0.083, -0.083], [-0.017, 0.585, 0.362], [-0.043, -0.119, -0.115], [0.095, -0.607, 0.196], [-0.176, 0.059, 0.222], [0.943, -1.011, 1.139], [-0.374, -0.254, 0.418], [-0.781, -1.226, 0.277], [0.698, 0.506, -0.079], [-0.053, 0.262, -1.497], [-0.930, 0.362, 0.145], [0.087, -1.027, -2.196], [1.110, 2.071, 1.178], [0.311, -0.954, 0.343], [-1.122, -0.080, 0.882], [2.262, 0.134, 0.159], [1.710, 1.049, 0.525], [0.646, -0.148, 1.063], [-1.042, -0.721, -1.532], [-0.025, -0.131, 0.055], [0.488, 0.033, -0.507], [0.528, 0.764, -0.293], [-0.139, -0.504, 0.191], [0.075, 0.232, 0.436], [-0.516, 0.330, 0.881], [-0.125, -0.571, 0.235], [-0.098, 0.325, 0.663], [0.214, -0.362, 0.039], [0.222, -1.035, -0.082], [-0.272, 0.114, -0.113], [-1.151, 0.202, -0.922], [0.180, 0.105, 0.287], [-0.404, -0.117, 0.136], [-0.182, -0.031, -0.164], [-0.425, -0.222, 0.612], [-0.459, 0.234, -0.766], [-0.783, 0.291, 0.345], [-0.760, -0.489, -1.321], [0.560, 0.097, -0.019], [-0.594, 0.257, -0.089], [0.322, -0.039, -0.044], [0.575, -0.140, 0.693], [-0.276, 0.417, 0.679], [-1.267, 0.266, -0.714], [1.091, -0.853, 1.556], [-0.389, 0.407, -0.724], [-0.382, -1.375, 0.865], [-1.828, 0.159, -0.248], [0.786, -0.959, 0.184], [-2.082, 1.332, -0.604], [0.927, -0.950, -0.353], [-1.295, -0.732, 0.138], [0.921, 0.986, 0.251], [-0.532, 0.884, 0.316], [0.768, 0.691, 0.850], [0.102, 0.725, 0.224], [-0.011, -0.297, 0.279], [-0.065, 0.306, -0.431], [0.370, -0.143, -0.240], [0.035, -0.633, -0.347], [-0.285, 0.056, 1.145], [0.561, 0.499, 0.023], [-0.086, 0.393, -0.396], [0.708, 0.074, -0.051], [0.069, 1.006, -0.732], [-0.874, 0.082, -0.040], [0.080, -0.543, 0.396], [0.714, -0.443, 0.322], [0.218, 0.000, 0.261], [-0.199, 1.037, 0.206], [0.682, 0.089, -0.611], [0.669, -0.061, 0.386], [1.052, -0.275, 0.095], [-0.176, -0.572, -1.045], [0.390, 0.034, -0.202], [0.254, -0.344, 0.251], [-0.323, 0.012, -0.316], [-0.265, -0.036, -0.520], [-0.374, -0.802, -0.282], [0.451, 0.630, 1.086], [0.637, -0.078, 1.237], [-0.854, 0.277, -1.324], [-0.163, -0.054, 1.998], [1.103, 1.685, -2.666], [1.073, -0.455, 0.216], [-1.754, 1.208, -0.471], [1.211, 0.334, 0.665], [-0.509, -1.813, 0.137], [0.172, 0.459, 1.763], [1.497, -0.022, -0.352], [-1.813, -0.699, -0.692], [-0.231, 0.247, 0.133], [-0.441, -0.314, -0.953], [0.182, -0.544, -0.348], [0.231, 0.392, -1.062], [-0.126, -0.384, -0.197], [-0.093, 0.378, 1.354], [-0.055, -0.745, -0.270], [0.163, -0.406, -0.770], [0.085, 0.474, -0.325], [0.367, -0.820, -0.595], [-0.333, 0.171, 0.276], [0.279, -1.082, -0.306], [0.534, 0.737, 0.014], [-0.790, -0.283, 1.026], [-0.014, -0.321, 0.064], [-0.460, 0.372, 0.505], [0.099, -0.083, -0.484], [-0.355, 0.354, -0.609], [-0.722, -0.225, 0.412], [-0.910, 0.193, -0.058], [0.417, 0.029, 0.385], [0.135, 0.326, -0.986], [1.129, -0.251, 1.133], [-0.055, 0.123, 0.114], [-1.279, 1.090, -0.136], [0.284, 0.050, -0.432], [-0.047, -0.550, 0.188], [-0.180, 0.465, 0.553], [0.559, -0.449, 0.310], [0.398, -0.002, -0.575], [0.032, -0.691, 0.086]], "mulliken_charge": [-0.6924, -0.9686, 0.9282, -1.2400, 0.4747, -0.5620, -0.8285, -0.8300, -0.5962, -0.9139, -0.1242, -1.1781, 0.0962, 0.0530, 0.3484, 0.5142, 0.3480, -0.3649, 0.2503, 0.2993, 0.4976, 0.3102, 0.5318, 0.4551, 0.3853, 0.2793, 0.4729, 0.4366, 0.5354, 0.6490, 0.1678, 0.2164, 0.2167, 0.1395, 0.3860, 0.3336, -1.3504, -0.4124, -0.2618, -1.4104, 0.1721, -0.6529, -0.8321, -0.6059, -0.6519, -0.9275, -0.1371, -1.4632, 0.4435, 0.4079, 0.2194, 0.3096, 0.3295, 0.2940, 0.3256, 0.5911, 0.5171, 0.5791, 0.4622, 0.4095, 0.4045, 0.3709, 0.3054, 0.4180, 0.4278, 0.3773, 0.6129, 0.3470, 0.2582, 0.3273, 0.3559, 0.4507, -1.3601, -0.5348, -0.2098, -1.3207, 0.2995, -0.5175, -0.9340, -0.0717, -0.8102, -0.8077, -0.2753, -1.0722, 0.2911, 0.3331, 0.4249, 0.3373, 0.4071, 0.3701, 0.2953, 0.6245, 0.4556, 0.5020, 0.5032, 0.2642, 0.5211, -0.1721, 0.5087, 0.4450, 0.4603, 0.5374, 0.1006, 0.3778, 0.2143, -0.0642, 0.4315, 0.4172, -1.3107, -0.6519, 0.1175, -1.1269, 0.4956, -0.9069, -0.7503, -0.1515, -0.9416, -1.0896, 0.1232, -1.4810, 0.4043, 0.2803, 0.3302, 0.1333, 0.4740, 0.1641, 0.1946, 0.4539, 0.5901, 0.5950, 0.4270, 0.3528, 0.3770, 0.3915, -0.1188, 0.4630, 0.5206, 0.6220, 0.4868, 0.1003, 0.3393, 0.3601, 0.3519, 0.4022, -1.2842, -0.6255, -0.5797, -0.9151, 0.6230, -0.4814, -0.6951, -0.5711, -0.6809, -0.3713, -0.4602, -1.4030, 0.2969, 0.3931, 0.3403, 0.3807, 0.3879, 0.4579, 0.3988, 0.4683, 0.3284, 0.3302, 0.4186, 0.3464, 0.3212, 0.2814, 0.4384, 0.1334, 0.5686, -0.2790, 0.5756, 0.5613, 0.2951, 0.2178, 0.4097, 0.3630, -1.2571, -0.3971, -0.1719, -1.1256, 0.2908, -0.5268, -0.5007, -0.7227, -0.6776, -1.0850, -0.2182, -1.2799, 0.3130, 0.3649, 0.3307, 0.3652, 0.3591, 0.1996, 0.2031, 0.4324, 0.4450, 0.2614, 0.4671, 0.2472, 0.3907, 0.2717, 0.3997, 0.4530, 0.4958, 0.6571, 0.4901, 0.3062, 0.2282, 0.3721, 0.2766, 0.3422, 2.1099, -0.5608, -0.5337, -0.6001, -0.4744, -0.4516, -0.5093]}